No. 1
61
Properties=species:S:1:pos:R:3:forces:R:3 method="wB97M-V/def2-TZVPD" total_charge=0 spin_multiplicity=8 homo_energy_ev="-7.671 / -7.638" max_force_ev_per_a=2.3 lumo_energy_ha="0.0155 / -0.0781" orbital_gap_ev="8.094 / 5.513"
O 2.966765 0.682247 -2.509704 1.6 -0.2 -1.6
C 3.242986 -0.185543 -3.666693 -0.7 -0.5 -0.4
C 4.597783 0.398941 -3.995203 -0.6 0.1 0.7
H 2.499640 -0.006986 -4.448019 -0.1 -0.3 0.1
H 3.299938 -1.247934 -3.414411 -0.3 0.2 0.1
C 4.281513 1.295323 -2.781701 1.0 0.9 -0.1
H 4.599632 0.936761 -4.945726 0.4 -0.2 0.2
H 5.426320 -0.295002 -3.844268 0.0 0.2 -0.3
C 4.204798 2.744313 -3.249785 0.0 0.2 0.2
H 3.468558 2.873569 -4.052841 0.0 -0.1 0.3
H 5.172206 3.030766 -3.692476 -0.2 -0.1 0.3
H 3.978652 3.433850 -2.427652 -0.1 -0.1 -0.2
C 5.217387 1.101726 -1.599594 -0.1 0.2 0.1
H 5.160622 0.067635 -1.229918 0.0 0.3 -0.1
H 4.927268 1.803020 -0.804907 0.1 -0.3 0.0
H 6.262158 1.308096 -1.881428 -0.4 0.0 0.0
Gd -1.529699 0.238527 1.320296 0.6 -2.2 -0.1
C -1.420272 -0.988165 3.732040 -0.5 -0.9 -0.2
C -2.085329 -2.062184 3.070111 0.6 0.6 0.5
C -1.182020 -2.658569 2.149972 0.6 0.4 0.4
H -3.088724 -2.412913 3.298527 0.2 0.3 -0.2
C 0.078923 -2.014001 2.309853 -0.6 0.0 -0.1
C -0.072384 -0.949531 3.256837 -0.1 -0.4 -0.3
H 0.717474 -0.275853 3.594531 -0.3 -0.3 0.0
H -1.865068 -0.364761 4.507237 0.2 -0.2 -0.3
H -1.419001 -3.469042 1.457556 0.2 0.2 0.4
H 1.021911 -2.350590 1.882251 -0.5 0.3 0.1
C -2.406175 2.073188 2.816578 0.4 1.3 0.0
C -0.999983 2.068261 3.060420 -0.4 0.9 -0.3
C -0.333479 2.473239 1.862782 -0.7 0.6 0.3
H -0.535402 1.896263 4.028810 -0.1 -0.3 -0.4
C -1.346850 2.813465 0.897320 0.2 0.2 0.6
C -2.616992 2.586527 1.496091 0.4 0.2 0.5
H -3.588043 2.839775 1.071155 0.3 -0.3 0.0
H -3.190121 1.771173 3.512046 0.3 0.1 -0.2
H 0.743141 2.619795 1.740110 -0.5 -0.1 0.0
H -1.176067 3.259279 -0.083911 0.0 -0.3 0.3
O 0.020305 -0.290517 -0.494593 0.7 -0.4 -0.1
C 1.457792 -0.291261 -0.108387 -0.6 0.4 -0.5
C 1.949923 -1.681264 -0.494825 -0.6 0.0 0.1
H 1.540743 0.084939 0.929217 -0.2 -0.7 -0.3
H 1.963458 0.423832 -0.771301 -0.3 -0.2 0.4
C 1.191251 -1.847364 -1.830283 0.4 0.6 -0.4
H 1.607768 -2.461183 0.197554 0.2 0.3 -0.2
H 3.043869 -1.697170 -0.542725 -0.2 -0.1 -0.3
C -0.210723 -1.327172 -1.520292 0.1 0.1 0.9
H 1.244557 -2.851266 -2.278143 -0.2 0.3 0.3
H 1.610840 -1.115810 -2.539408 -0.3 -0.7 0.3
H -0.871417 -2.092882 -1.079701 0.2 0.3 -0.2
H -0.718876 -0.830550 -2.354045 0.2 -0.3 0.1
O -3.018572 -0.436197 -0.550217 -1.2 -0.5 0.3
C -3.979049 -0.622483 0.252945 0.6 0.4 0.8
C -5.410055 -1.064448 -0.006248 0.1 0.0 -0.5
C -6.052852 -1.009345 1.368774 -0.4 0.0 0.3
C -4.962336 -0.520436 2.300178 1.0 0.3 0.5
O -5.045507 -0.265890 3.488696 -0.3 -0.3 -0.8
N -3.786021 -0.390273 1.569226 -0.8 0.0 -0.7
H -5.901714 -0.369481 -0.695628 0.2 -0.3 -0.1
H -5.414564 -2.083197 -0.409705 0.0 0.3 -0.2
H -6.885828 -0.301428 1.415786 0.0 -0.3 0.1
H -6.385058 -1.993823 1.716842 -0.1 0.3 0.0

=====

No. 2
51
Properties=species:S:1:pos:R:3:forces:R:3 method="wB97M-V/def2-TZVPD" total_charge=0 smiles="O=S(=O)(c1ccc(OC[C@H](O)CN2CCCC2)cc1)N1CCOCC1" homo_energy_ev=-8.869 max_force_ev_per_a=1.0 lumo_energy_ha=0.0202 orbital_gap_ev=9.418 de_lowest_ev=2.761
O -2.786150 -3.185146 -3.433561 0.0 0.2 0.2
S -1.369594 -2.983064 -3.295208 0.2 0.3 0.1
O -0.499428 -4.090221 -3.561867 0.2 0.1 0.0
C -1.015875 -2.316326 -1.681067 -0.2 -0.2 -0.6
C 0.296820 -2.041772 -1.355403 0.0 0.0 0.0
C 0.610728 -1.531940 -0.107859 0.1 0.1 0.2
C -0.406157 -1.308699 0.820959 -0.2 -0.1 -0.2
O -0.222301 -0.846786 2.081806 -0.4 0.0 -0.2
C 1.083941 -0.671632 2.588368 0.4 0.2 0.1
C 1.803545 0.579863 2.028995 -0.3 -0.1 0.4
O 2.928785 0.245138 1.248462 0.5 0.0 -0.2
C 2.200883 1.537977 3.162921 -0.1 -0.1 -0.2
N 1.112637 1.770186 4.076881 0.1 0.1 0.1
C 1.480602 2.498286 5.277325 0.0 0.0 0.2
C 0.125371 2.813826 5.895078 0.1 0.0 0.0
C -0.721752 3.182856 4.672852 0.0 0.0 0.0
C -0.037978 2.458758 3.501076 -0.2 -0.1 -0.2
C -1.734318 -1.578447 0.470307 0.2 0.1 0.1
C -2.037068 -2.079781 -0.777723 -0.1 0.0 0.0
N -0.851677 -1.707483 -4.278190 -0.1 -0.7 0.7
C -1.754418 -0.576540 -4.228558 -0.3 0.6 -0.1
C -1.128166 0.574113 -5.020530 -0.1 -0.1 0.4
O -0.851297 0.195656 -6.346862 -0.1 0.1 -0.2
C 0.011589 -0.918389 -6.389966 0.0 -0.3 0.1
C -0.594456 -2.109713 -5.649166 0.2 -0.2 -0.5
H 1.064993 -2.235948 -2.086092 0.2 0.0 0.0
H 1.636736 -1.297100 0.123481 0.1 0.0 0.1
H 1.691865 -1.565396 2.399746 0.0 0.1 0.0
H 0.936834 -0.546329 3.663778 0.0 -0.1 -0.2
H 1.121468 1.086131 1.338544 0.0 0.0 0.1
H 3.636355 -0.059148 1.829161 0.0 0.0 0.0
H 2.585541 2.472027 2.710712 0.0 -0.1 0.1
H 3.018053 1.079132 3.733162 0.0 0.0 -0.1
H 2.029301 3.428655 5.048685 0.0 0.0 0.0
H 2.107685 1.872824 5.915818 0.1 0.1 0.0
H -0.270902 1.918092 6.371863 0.0 0.0 0.1
H 0.174895 3.613507 6.630947 0.0 0.0 0.1
H -1.757708 2.873053 4.792009 0.0 0.1 0.0
H -0.707439 4.260815 4.512150 0.0 0.0 0.0
H 0.273058 3.180503 2.729948 0.0 0.0 0.0
H -0.693296 1.719963 3.034894 0.0 0.1 -0.1
H -2.504313 -1.392700 1.201977 -0.1 0.0 0.1
H -3.050962 -2.304270 -1.068679 -0.2 0.0 0.0
H -1.888741 -0.294956 -3.182599 -0.1 0.2 0.0
H -2.731382 -0.843012 -4.656649 0.1 0.1 0.1
H -1.815319 1.419466 -5.081428 0.1 -0.1 0.1
H -0.199577 0.887132 -4.519257 -0.1 0.0 0.0
H 0.155454 -1.151669 -7.445758 0.1 -0.1 0.1
H 0.977575 -0.659646 -5.931771 0.0 0.0 -0.1
H 0.092372 -2.954856 -5.618807 0.0 0.0 -0.2
H -1.526807 -2.416993 -6.144901 0.1 0.0 0.0

=====

No. 3
23
Properties=species:S:1:pos:R:3:forces:R:3 method="wB97M-V/def2-TZVPD" total_charge=0 smiles=Cc1ccccc1.CC homo_energy_ev=-9.007 max_force_ev_per_a=4.5 lumo_energy_ha=0.0361 orbital_gap_ev=9.989 de_lowest_ev=2.018
C -1.209714 -1.711246 0.590591 -0.2 1.5 -1.9
C 0.120762 -1.180081 1.158824 -0.3 1.1 -2.0
C 0.677306 -1.732931 2.225374 1.7 -2.1 3.7
C 1.941841 -1.421804 2.732194 -1.1 2.2 -3.4
C 2.715896 -0.452569 2.099433 -1.7 -1.1 0.2
C 2.205549 0.241917 1.010614 0.8 0.5 0.1
C 0.894805 -0.132224 0.599555 -0.9 1.5 -1.1
H -1.595073 -0.911143 -0.187470 0.6 -1.7 1.4
H -2.033051 -1.869593 1.309603 0.7 0.2 0.0
H -1.056874 -2.691046 0.046502 0.0 1.2 0.5
H 0.165235 -2.434241 2.860050 -0.6 -0.5 -0.2
H 2.275801 -1.777812 3.610444 0.9 -1.6 2.9
H 3.609440 -0.210112 2.585165 1.5 0.5 0.2
H 3.011068 1.047308 0.684739 -2.7 -1.3 -0.2
H 0.252582 0.505596 -0.051413 1.2 -0.4 -0.2
C -2.131221 2.248704 -2.420737 0.4 -0.4 -0.6
C -0.972162 1.425944 -2.830857 3.9 0.8 -1.6
H -2.036843 2.533497 -1.404172 -0.7 -0.6 1.4
H -2.084950 3.233921 -2.851232 -0.5 0.1 -1.1
H -2.885953 1.561258 -2.786239 -1.5 1.0 0.8
H -1.011588 1.215745 -3.944651 0.0 0.1 1.2
H 0.012931 2.062578 -2.705140 -1.5 -1.6 -0.1
H -0.865787 0.448332 -2.331178 -0.1 0.5 0.0

=====

No. 4
83
Properties=species:S:1:pos:R:3:forces:R:3 method="wB97M-V/def2-TZVPD" total_charge=+1 homo_energy_ev=-9.272 max_force_ev_per_a=7.9 lumo_energy_ha=-0.1401 orbital_gap_ev=5.459 de_lowest_ev=13.251
C 2.495588 -5.513266 0.766145 0.6 -0.3 0.4
C 0.997733 -5.998197 1.225289 -0.6 0.0 -1.1
B -0.206459 -5.528149 0.156700 1.5 0.5 -1.2
O 0.071457 -4.948884 -1.175621 -1.5 0.7 3.5
C -1.757687 -5.772212 0.658293 0.1 -2.1 0.5
C -2.615284 -6.802696 -0.340091 0.5 -0.1 0.6
O -3.997368 -6.305666 -0.424232 1.1 0.3 1.7
C -4.565174 -5.996063 0.897053 -1.6 0.4 0.6
C -3.735166 -4.882154 1.768581 -0.4 0.5 1.1
N -2.525952 -4.463823 0.917400 -0.3 -0.9 0.4
H 2.860232 -6.009731 -0.254884 -1.0 0.9 2.4
H 3.246225 -5.822028 1.639577 -1.5 0.8 -2.1
H 2.563210 -4.348248 0.595792 -0.3 -2.4 0.5
H 0.667274 -5.569818 2.280964 0.8 -0.9 -2.0
H 0.894896 -7.182519 1.287509 0.4 2.3 0.1
H -0.408000 -4.058355 -1.281843 0.7 -1.8 -0.3
H -1.732623 -6.337373 1.709509 0.0 1.6 -2.1
H -2.079210 -6.883156 -1.402719 -1.7 0.5 2.2
H -2.624592 -7.880723 0.149472 0.1 2.2 -0.9
H -4.731270 -6.934968 1.588535 0.5 1.6 -1.6
H -5.642158 -5.523748 0.693788 2.5 -1.2 0.2
H -3.335034 -5.320778 2.801105 -0.7 0.9 -2.5
H -4.341581 -3.910906 2.036437 1.0 -2.0 -0.8
H -2.858495 -4.003741 0.040604 0.3 -0.4 0.5
H -1.895419 -3.785766 1.403750 -0.8 -0.6 -0.4
O -1.832683 -1.666023 -1.596963 -0.5 -2.7 -3.3
P -2.319662 -0.457639 -2.433557 1.6 3.6 6.8
N -0.882922 0.394981 -2.140138 2.1 0.0 0.4
C -0.691176 1.773985 -1.733078 -0.5 0.4 -0.3
C 0.212057 0.009172 -3.032012 -0.1 -0.6 0.1
N -3.565565 -0.107715 -1.308009 -1.9 0.1 1.3
C -3.250962 0.393474 0.025631 0.3 0.3 0.1
C -4.521174 -1.217692 -1.162780 0.0 0.3 -0.6
N -2.879517 0.931579 -3.395346 -1.0 -1.1 -3.5
C -3.691833 2.041790 -2.899412 -0.5 -0.2 0.8
C -3.474794 0.446993 -4.646005 0.2 0.2 -0.6
H -0.843731 2.474979 -2.558165 0.0 0.2 -0.1
H 0.325041 1.932086 -1.353004 -0.1 -0.3 -0.2
H -1.339603 2.062920 -0.912750 -0.1 -0.1 0.0
H 0.120050 0.505767 -4.003249 0.2 0.1 -0.1
H 0.212630 -1.072420 -3.207494 -0.1 0.1 0.0
H 1.189614 0.251493 -2.600507 -0.2 0.1 0.0
H -2.432478 -0.161520 0.497964 0.1 0.1 0.1
H -4.120846 0.347190 0.692405 0.0 -0.2 -0.3
H -2.997275 1.452899 -0.007779 0.2 -0.1 0.0
H -4.131305 -2.008986 -0.508914 0.0 -0.1 0.0
H -4.745076 -1.666657 -2.135658 0.0 -0.1 0.0
H -5.469839 -0.864754 -0.747048 0.2 0.1 0.0
H -4.718121 1.742015 -2.661907 0.1 0.1 0.0
H -3.748420 2.833121 -3.657097 0.3 -0.4 -0.3
H -3.255528 2.518043 -2.019826 0.0 -0.3 0.0
H -4.442943 -0.030484 -4.461940 -0.1 0.1 -0.2
H -2.816838 -0.291986 -5.115694 0.0 -0.1 0.0
H -3.609672 1.258207 -5.369559 0.0 -0.1 0.2
O 1.492480 3.799350 1.369765 -0.8 -1.3 4.1
P 2.887870 4.074000 1.981881 0.8 2.3 -7.5
N 2.815744 5.712795 1.550110 -1.0 2.0 -0.5
C 3.815476 6.546687 0.910365 0.5 -0.2 0.3
C 2.057078 6.529100 2.499499 -0.4 -0.4 0.0
N 3.659500 3.089984 0.808049 1.0 -1.6 -1.2
C 3.717419 3.499224 -0.591211 -0.1 0.4 -0.1
C 3.199431 1.692656 0.854341 0.1 0.1 0.3
N 4.492078 4.389750 2.685599 0.1 -1.1 3.8
C 5.773229 4.220094 2.001314 0.0 -0.5 -0.7
C 4.581283 3.741849 3.999217 0.2 0.3 0.4
H 4.608636 6.846669 1.600541 0.2 0.1 0.1
H 3.364066 7.463188 0.512367 -0.2 -0.2 0.3
H 4.271680 6.068786 0.049917 0.0 -0.2 0.0
H 2.668799 6.789004 3.369338 0.1 0.2 0.1
H 1.173000 5.991592 2.860229 0.1 0.0 -0.1
H 1.688863 7.451159 2.036077 0.2 -0.1 0.0
H 2.754649 3.873893 -0.956902 0.0 0.0 -0.1
H 4.029536 2.673901 -1.243018 -0.1 -0.1 0.4
H 4.482336 4.260926 -0.741436 -0.1 0.1 0.0
H 2.232902 1.564252 0.349348 0.0 0.0 0.1
H 3.084133 1.356268 1.889591 -0.1 0.0 0.0
H 3.926137 1.026053 0.380103 0.1 0.2 0.0
H 6.017751 3.168762 1.815706 0.0 0.1 0.0
H 6.582475 4.642458 2.609774 -0.4 0.1 0.3
H 5.815314 4.760133 1.053982 -0.2 -0.2 0.1
H 4.654137 2.653967 3.897326 0.1 -0.1 0.2
H 3.688674 3.967165 4.592586 -0.1 0.0 0.0
H 5.442749 4.104486 4.570321 0.0 -0.1 -0.1